Record 1
2 unconnected molecules or ions with the total composition C14H14ClN2O3 at a distorted geometry, computed with the ωB97M-V functional and the def2-TZVPD basis.

Properties
Orbital gap (eV): 8.444
E_HOMO (eV): -5.5
LUMO energy (eV): 2.96
Net charge: -1

Last column: natural (NBO) charge in e.
Atoms and positions in Å:
H (-3.098, -1.145, 2.490)  0.179
C (4.868, 1.040, -1.392)  -0.208
H (3.951, 4.064, -3.599)  0.200
C (5.843, 1.646, -2.175)  -0.232
H (6.859, 1.270, -2.167)  0.197
C (-0.177, -0.038, -0.003)  0.724
H (-6.279, -1.687, 1.490)  0.204
C (-1.481, -4.128, 1.904)  -0.377
C (-0.552, -0.949, 1.209)  0.168
N (-1.185, 2.203, 2.395)  -0.451
H (-4.046, -1.984, -0.276)  0.238
O (1.037, 0.252, -0.020)  -0.766
C (-4.212, -1.874, 0.794)  -0.437
H (0.268, -1.624, 1.427)  0.204
C (-5.496, -1.079, 1.047)  -0.355
C (-3.013, -1.154, 1.399)  -0.210
C (3.561, 1.512, -1.400)  -0.214
H (-3.015, -0.126, 1.033)  0.240
C (5.515, 2.736, -2.970)  -0.236
H (-4.320, -2.860, 1.246)  0.210
Cl (-6.154, -0.328, -0.434)  -0.081
C (-1.599, -3.017, 1.459)  0.196
H (2.219, 2.965, -2.209)  0.220
H (2.788, 1.044, -0.797)  0.285
H (-5.305, -0.252, 1.730)  0.210
C (-0.930, 1.078, 2.398)  0.571
H (6.273, 3.212, -3.581)  0.197
H (5.126, 0.191, -0.770)  0.204
O (-0.733, -0.190, 2.455)  -0.507
N (-1.750, -1.765, 0.959)  -0.462
H (-1.304, -5.099, 2.290)  0.230
C (4.210, 3.214, -2.980)  -0.228
C (3.239, 2.601, -2.199)  -0.197
O (-1.109, 0.271, -0.751)  -0.718

Record 2
A molecular structure, C14H14Co2NO6 at a distorted geometry, computed with the ωB97M-V functional and the def2-TZVPD basis.

Properties
Orbital gap (eV): 3.590
E_HOMO (eV): -10.6
LUMO energy (eV): -6.99
ΔE to the lowest compared entry with this formula, charge and spin (kJ/mol): 296.0
Net charge: +1

Last column: natural (NBO) charge in e.
Atoms and positions in Å:
H (-0.668, -0.903, 2.787)  0.214
H (2.089, 0.973, 0.947)  0.203
H (0.867, 1.091, 3.054)  0.219
O (-5.261, -4.007, -2.012)  -0.384
C (1.096, 1.436, 0.934)  -0.404
H (1.219, 2.520, 0.997)  0.216
Co (-3.991, -1.132, -5.666)  0.312
H (1.126, 1.278, -1.209)  0.200
Co (-3.162, -3.541, -4.039)  0.059
H (-1.041, -0.404, -3.206)  0.228
O (-4.415, -5.198, -6.088)  -0.404
O (-6.358, -0.795, -4.004)  -0.384
H (-1.736, -2.498, -5.918)  0.247
H (-0.454, 1.747, -0.525)  0.147
O (-4.943, -2.065, -8.254)  -0.381
H (0.929, -1.129, 2.043)  0.204
O (-2.745, 1.505, -5.842)  -0.366
C (-5.409, -0.930, -4.655)  0.405
H (-2.337, -1.008, -1.972)  0.239
H (-0.292, -0.608, -1.380)  0.354
C (-3.932, -4.524, -5.286)  0.554
C (-0.009, -0.568, 1.982)  -0.405
C (-3.277, 0.474, -5.787)  0.517
C (-4.416, -3.686, -2.730)  0.545
C (0.422, 1.081, -0.391)  -0.216
O (-1.021, -5.330, -3.180)  -0.386
H (-0.640, 1.478, 2.204)  0.193
C (0.301, 0.922, 2.135)  -0.398
H (-0.675, -1.964, 0.481)  0.194
N (0.052, -0.310, -0.477)  -0.640
C (-2.491, -2.305, -5.144)  -0.514
C (-4.563, -1.686, -7.224)  0.612
C (-1.791, -1.136, -2.912)  -0.397
C (-1.866, -4.604, -3.487)  0.666
C (-2.217, -2.069, -3.777)  -0.177
H (-1.712, -0.526, 0.666)  0.141
C (-0.662, -0.879, 0.639)  -0.214

Record 3
2 unconnected molecules or ions with the total composition C14H14F3N3O3 at a distorted geometry, computed with the ωB97M-V functional and the def2-TZVPD basis.

Properties
Orbital gap (eV): 8.013
E_HOMO (eV): -8.6
LUMO energy (eV): -0.54
ΔE to the lowest compared entry with this formula, charge and spin (kJ/mol): 0.0

Last column: natural (NBO) charge in e.
Atoms and positions in Å:
H (4.417, -2.538, 0.004)  0.210
C (4.174, -2.283, 1.053)  -0.407
H (5.567, 3.957, -0.794)  0.430
C (0.102, 1.727, 1.874)  -0.178
C (5.192, 1.792, 2.280)  0.652
C (-1.690, 3.021, 0.689)  0.979
F (-2.793, 2.241, 0.543)  -0.320
C (5.128, 2.019, -0.181)  0.650
H (1.730, -1.526, 2.804)  0.208
H (5.626, 3.614, 3.205)  0.430
H (1.936, 1.042, -1.476)  0.229
C (1.286, 0.999, 1.876)  -0.182
O (5.111, 1.614, -1.348)  -0.627
C (1.864, -1.960, 1.809)  -0.404
O (5.717, 5.254, 1.330)  -0.603
N (5.435, 3.181, 2.306)  -0.662
H (-0.411, 1.910, 2.809)  0.237
H (1.663, 0.587, 2.817)  0.226
H (5.528, 0.206, 0.898)  0.251
C (5.536, 4.053, 1.231)  0.798
O (5.282, 1.182, 3.345)  -0.618
C (1.444, 1.263, -0.522)  -0.123
H (-0.156, 2.370, -1.441)  0.238
H (0.931, -1.906, 1.237)  0.218
C (-0.414, 2.220, 0.681)  -0.143
C (4.877, 1.134, 0.987)  -0.553
H (3.843, -0.097, -0.225)  0.243
H (2.108, -3.021, 1.948)  0.212
H (3.902, -3.200, 1.596)  0.212
N (3.036, -1.364, 1.147)  -0.399
C (0.252, 1.982, -0.514)  -0.193
F (-1.842, 3.722, 1.858)  -0.326
C (1.982, 0.762, 0.675)  -0.113
C (3.161, -0.120, 0.650)  0.195
F (-1.707, 3.941, -0.329)  -0.326
N (5.417, 3.379, 0.021)  -0.658
H (5.046, -1.809, 1.528)  0.218

Record 4
A molecular structure, C14H14GaN2O2S2 at a distorted geometry, computed with the ωB97M-V functional and the def2-TZVPD basis.

Properties
Orbital gap (alpha / beta) (eV): 5.133 / 4.399
E_HOMO (alpha / beta) (eV): -3.4 / -2.7
LUMO energy (alpha / beta) (eV): 1.68 / 1.67
ΔE to the lowest compared entry with this formula, charge and spin (kJ/mol): 438.8
Net charge: -1

Last column: natural (NBO) charge in e.
Atoms and positions in Å:
Ga (-0.773, -0.556, -1.524)  1.554
N (-2.534, -0.323, -2.824)  -0.849
H (-2.056, -0.949, 5.576)  0.215
H (-2.889, -0.559, 3.222)  0.239
H (-3.054, -1.187, -2.635)  0.252
S (1.381, 0.235, 1.282)  2.289
H (-0.181, -2.488, -1.482)  0.217
N (-0.026, -0.172, 0.342)  -0.918
H (1.990, -0.028, 4.257)  0.231
C (1.765, -1.534, -1.246)  -0.441
H (0.375, -0.716, 6.082)  0.215
C (0.441, 0.014, 2.760)  -0.222
H (-0.144, 1.699, -0.771)  0.232
C (-0.928, -0.123, 2.484)  -0.139
C (0.060, 1.675, -1.849)  -0.524
H (2.037, -1.967, -0.297)  0.206
O (1.671, 1.624, 1.067)  -0.897
H (2.515, -0.852, -1.633)  0.204
O (2.442, -0.748, 1.246)  -0.903
C (-1.372, -0.643, 4.790)  -0.215
C (-0.213, 1.688, -4.169)  -0.352
H (-1.956, 1.977, -2.789)  0.223
H (-0.657, 1.704, -5.149)  0.194
C (1.362, 1.484, -2.474)  -0.317
C (1.181, 1.453, -3.880)  -0.323
C (-1.162, -0.232, 1.079)  0.109
C (-1.845, -0.433, 3.503)  -0.150
C (0.002, -0.507, 5.069)  -0.197
H (1.956, 1.299, -4.626)  0.190
C (-0.896, 1.856, -2.937)  -0.265
C (0.601, -1.784, -1.904)  -0.995
H (0.354, -1.553, -3.050)  0.267
S (-2.647, -0.554, 0.351)  -0.115
H (2.284, 1.344, -1.922)  0.200
C (0.919, -0.146, 4.054)  -0.212

Record 5
C14H14N2O2 in the gas phase at a distorted geometry, computed with the ωB97M-V functional and the def2-TZVPD basis.

Properties
Orbital gap (eV): 7.002
Structure (SMILES): C=CCc1ccc2ncc(COC(C)=O)nc2c1
E_HOMO (eV): -8.4
LUMO energy (eV): -1.38
ΔE to the lowest compared entry with this formula, charge and spin (kJ/mol): 1655.1

Last column: natural (NBO) charge in e.
Atoms and positions in Å:
C (2.848, -0.706, 1.266)  -0.228
H (-6.345, -1.548, -0.313)  0.261
C (4.049, -0.722, -1.407)  -0.499
C (2.838, -0.412, -0.346)  0.007
H (3.921, -1.847, -1.746)  0.243
C (-2.194, 1.071, 1.736)  -0.032
H (3.875, -0.039, -2.344)  0.239
H (1.539, -0.611, 3.354)  0.247
C (0.109, 0.588, -0.051)  0.134
H (-5.165, -0.608, 0.843)  0.240
C (0.103, 0.271, 1.544)  0.113
H (-3.316, 2.991, -1.081)  0.237
C (5.564, -0.532, -0.811)  -0.172
H (5.953, -2.576, 0.201)  0.219
O (-6.351, 0.579, -1.954)  -0.550
C (-3.643, 1.969, -0.558)  -0.120
C (6.121, -1.410, 0.253)  -0.459
H (-4.489, -1.852, -0.529)  0.253
C (-5.201, 0.251, -1.331)  0.781
N (-1.076, 1.162, -0.774)  -0.380
H (3.796, -1.176, 1.778)  0.249
C (-5.283, -1.017, -0.269)  -0.739
O (-3.982, 1.015, -1.640)  -0.537
H (-3.185, 1.297, 2.362)  0.222
H (6.664, -0.890, 1.155)  0.227
C (1.455, 0.252, -0.972)  -0.220
H (6.269, 0.311, -1.277)  0.223
C (1.504, -0.360, 2.191)  -0.202
H (1.403, 0.494, -2.135)  0.246
N (-1.026, 0.519, 2.504)  -0.370
C (-2.250, 1.381, 0.139)  0.149
H (-4.505, 2.157, 0.210)  0.217

Record 6
A molecular structure, C14H14N2O3SSn at a distorted geometry, computed with the ωB97M-V functional and the def2-TZVPD basis.

Properties
Orbital gap (alpha / beta) (eV): 2.386 / 2.391
E_HOMO (alpha / beta) (eV): 2.0 / 2.0
LUMO energy (alpha / beta) (eV): 4.42 / 4.42
ΔE to the lowest compared entry with this formula, charge and spin (kJ/mol): 105.5
Net charge: -2

Last column: natural (NBO) charge in e.
Atoms and positions in Å:
H (-2.276, -0.391, 5.309)  0.200
C (-0.387, 1.623, -4.109)  -0.347
H (-0.623, 1.887, -0.793)  0.238
O (2.670, -0.863, 1.415)  -0.947
C (-1.765, -0.254, 3.230)  -0.175
N (0.476, -0.060, 0.364)  -0.862
H (1.767, 1.009, -4.309)  0.188
C (0.889, 0.119, 4.132)  -0.226
H (1.912, 0.274, 4.462)  0.217
H (-3.549, -0.930, -1.884)  0.245
C (0.934, -2.121, -1.728)  -0.545
N (-3.580, -0.165, -2.623)  -1.411
C (-0.717, -0.145, 2.320)  -0.126
H (0.241, -2.419, -0.916)  0.201
H (-2.197, 2.321, -2.983)  0.235
H (0.050, -0.121, 6.111)  0.197
C (0.582, 0.087, 2.780)  -0.221
S (1.719, 0.232, 1.431)  2.289
O (2.206, 1.565, 1.258)  -0.937
C (-0.442, 1.558, -1.814)  -0.542
H (2.849, -1.674, -2.448)  0.179
C (0.913, 1.207, -2.275)  -0.305
H (1.683, 0.907, -1.637)  0.216
Sn (-0.961, -0.673, -2.062)  1.143
H (0.492, -2.247, -2.734)  0.199
C (2.220, -1.894, -1.555)  -0.566
H (2.634, -2.006, -0.548)  0.212
C (0.888, 1.221, -3.707)  -0.353
H (-0.663, 1.855, -5.128)  0.186
C (-1.204, 1.877, -2.989)  -0.248
C (-0.710, -0.337, 0.873)  0.590
H (-2.777, -0.353, 2.834)  0.236
C (-1.475, -0.249, 4.588)  -0.224
C (-0.158, -0.085, 5.045)  -0.230
O (-1.641, -0.755, 0.090)  -0.707